Entry 1:
Formula: C4H9O2
Source: OMol25
Level of theory: wB97M-V/def2-TZVPD

Its HOMO energy is -3.9 eV. Its net charge is -1.

Atoms and positions in Å:
C: -0.22222 -0.18493 -2.65477
C: -1.05092 0.40445 -1.42210
O: -1.55248 -0.43329 -0.65000
O: -1.23426 1.62169 -1.38828
H: 0.78144 -0.30039 -2.26722
H: -0.17840 0.49816 -3.53950
H: -0.66956 -1.13211 -2.99842
C: 1.18826 -0.01402 1.47984
C: -0.06451 -0.08031 2.34987
H: 1.28344 0.86127 0.93016
H: 2.11541 -0.14984 1.93110
H: 0.98879 -0.69061 0.65281
H: -0.17394 -1.06415 2.88679
H: -0.97804 -0.01480 1.63418
H: -0.23300 0.67888 3.05553

Atoms 1-6, force components in eV/Å:
-0.74 0.70 -0.05
-0.82 -0.64 -1.28
0.36 -0.92 0.42
0.52 1.35 -0.14
0.42 -0.43 -0.16
-0.09 -0.25 0.86

Entry 2:
Formula: C33H33CsN10O
Source: OMol25
Level of theory: wB97M-V/def2-TZVPD

Its HOMO energy is -1.7 eV. Its net charge is -2.

Atoms and positions in Å:
Cs: -1.02663 -0.31604 -0.19814
C: 2.48436 -2.27136 -2.51768
C: 2.36192 -0.95862 -3.29937
N: 1.09134 -0.30190 -3.08722
C: 1.09860 1.15037 -3.12755
C: 1.97654 1.70003 -2.02989
C: 2.95720 2.65319 -2.27113
C: 3.75597 3.06636 -1.21538
C: 3.56252 2.49960 0.03441
C: 2.54833 1.56080 0.18755
C: 2.26674 0.91125 1.52608
N: 2.03874 -0.52166 1.42821
C: 3.20842 -1.31605 1.08678
C: 3.45427 -1.49231 -0.41231
N: 2.32661 -2.09460 -1.09252
N: 1.76823 1.19002 -0.82142
H: 3.45741 -2.72669 -2.78819
H: 1.70661 -2.95718 -2.86370
H: 2.57319 -1.16775 -4.36219
H: 3.14896 -0.28348 -2.95737
H: 0.34897 -0.69484 -3.64693
H: 0.08419 1.51425 -2.91931
H: 1.43511 1.57077 -4.09084
H: 3.09842 3.05668 -3.26588
H: 4.53351 3.80544 -1.36713
H: 4.18536 2.77274 0.87661
H: 1.34948 1.36628 1.91551
H: 3.08685 1.15917 2.21923
H: 1.68438 -0.86589 2.31340
H: 3.07444 -2.30135 1.53956
H: 4.12932 -0.89911 1.52624
H: 4.37729 -2.09261 -0.52752
H: 3.65675 -0.52304 -0.86915
H: 2.04356 -2.94979 -0.63435
O: -5.53926 -2.67480 -0.57042
C: -4.30865 -2.41052 -0.53633
N: -3.69376 -1.44761 0.10343
C: -4.60740 -0.60756 0.84375
C: -3.96389 0.63569 1.42301
C: -4.62468 1.85998 1.30301
C: -4.05329 3.00220 1.82753
C: -2.83516 2.90010 2.47892
C: -2.25232 1.64910 2.56125
N: -2.78811 0.54071 2.05001
C: -3.40000 -3.34888 -1.32194
C: -3.94619 -4.55656 -1.76499
C: -3.15346 -5.45305 -2.45094
C: -1.82582 -5.12153 -2.69310
C: -1.37557 -3.89685 -2.23367
N: -2.12846 -3.02430 -1.56970
H: -5.07007 -1.16834 1.67242
H: -5.44942 -0.28402 0.21679
H: -5.56002 1.90824 0.76065
H: -4.52988 3.96585 1.69843
H: -2.32992 3.77169 2.87073
H: -1.28577 1.53209 3.04432
H: -4.98813 -4.74185 -1.54769
H: -3.55563 -6.39971 -2.79379
H: -1.16216 -5.79329 -3.22247
H: -0.34770 -3.59020 -2.40865
N: 2.21877 -2.12165 4.10294
C: 2.87650 -2.41452 5.00978
C: 3.68097 -2.77225 6.10613
C: 3.68301 -4.09696 6.57702
N: 3.68433 -5.18787 6.96588
C: 4.49989 -1.80924 6.72096
N: 5.17878 -1.02043 7.22922
C: -2.32748 5.50913 -0.32065
C: -3.09054 4.61319 -1.05853
C: -2.57140 3.36326 -1.39022
C: -1.28175 2.91584 -1.03394
C: -0.55660 3.87494 -0.29678
C: -1.04691 5.12933 0.06173
H: -2.72193 6.48454 -0.05050
H: -4.09726 4.89286 -1.36589
H: -3.22596 2.69570 -1.95459
H: 0.46025 3.63545 0.02810
H: -0.43492 5.81940 0.64037

Atoms 1-6, force components in eV/Å:
0.78 -0.04 -0.35
0.01 0.01 -0.04
-0.01 -0.07 0.09
-0.07 0.01 0.00
-0.05 0.05 -0.01
-0.11 -0.09 0.04

Entry 3:
Formula: C5H17N2O3
Source: OMol25
Level of theory: wB97M-V/def2-TZVPD

Its HOMO energy is -3.9 eV. Its net charge is -1.

Atoms and positions in Å:
C: 0.48309 -1.93847 0.41279
N: -0.24169 -2.03699 1.66252
C: -1.63333 -1.43445 1.41820
C: 1.34203 -0.52793 0.17523
C: 2.19519 -0.74991 -1.14461
N: 0.37188 0.55292 0.26919
C: 0.81174 2.00006 0.35982
O: 0.40160 2.66887 -0.67984
H: -0.15936 -2.06267 -0.54072
H: 1.24098 -2.72965 0.32323
H: 0.10458 -1.31377 2.35047
H: -2.17332 -2.26564 0.92960
H: -1.67432 -0.67351 0.70075
H: -2.23325 -1.23189 2.35812
H: 2.02960 -0.35328 1.00210
H: 1.79998 -1.28774 -1.92143
H: 3.20804 -1.20207 -0.96171
H: 2.34690 0.22973 -1.74580
H: -0.43628 0.54385 -0.32227
H: 2.06049 1.93508 0.18954
H: 0.62418 2.33235 1.37526
H: -0.53123 2.20002 -1.62806
H: -1.10049 0.63849 -2.21541
O: -1.35861 1.61728 -2.18727
H: -1.97420 1.97384 0.42173
H: -2.63124 1.47156 -0.78843
O: -2.87297 1.64391 0.18698

Atoms 1-6, force components in eV/Å:
1.89 1.52 -1.57
-1.73 2.53 0.86
-0.59 -3.35 1.06
-1.93 -1.53 -0.82
1.77 3.29 0.98
0.93 0.29 1.00

Entry 4:
Formula: C3H5NO2
Source: OMol25
Level of theory: wB97M-V/def2-TZVPD

Its SMILES is C/[N+]([O-])=C/C=O. Its HOMO energy (alpha / beta) is -9.1 / -9.4 eV. Its net charge is 0.

Atoms and positions in Å:
C: 0.68027 -0.72554 -0.45522
N: -0.61014 -0.07709 -0.41320
O: -1.34458 -0.15621 -1.37479
C: -0.74548 0.99737 0.71850
C: -1.88319 1.77292 0.73098
O: -2.21805 2.65907 1.50273
H: 0.79567 -1.24667 -1.42582
H: 1.36668 -0.02576 0.03670
H: 0.56870 -1.51411 0.20147
H: -0.09302 0.88653 1.50751
H: -2.39516 1.50390 -0.30829

Atoms 1-6, force components in eV/Å:
-0.08 0.08 -0.34
-0.29 5.33 3.38
-0.57 -0.39 -0.18
0.40 -4.38 -3.88
-1.95 0.59 -2.87
0.14 -0.66 -0.20

| no. | maximum force (eV/A) |
| --- | --- |
| 1 | 2.96 |
| 2 | 0.86 |
| 3 | 5.23 |
| 4 | 6.32 |